Entry 1:
The following is a DFT calculation (wB97M-V/def2-TZVPD) of a 4-piece molecular cluster, C2H13N2O3 overall in a non-equilibrium geometry.

```
20
Properties=species:S:1:pos:R:3:forces:R:3
H -1.4486 1.4661 1.6407 1.16 -2.79 -1.24
H -1.0294 2.0222 -0.4947 1.47 -3.06 0.45
O 3.1113 -1.3233 -0.5385 -1.28 -2.24 -4.11
H -1.0621 -4.2349 0.3727 0.88 0.89 -0.45
N -1.0398 0.5927 1.1187 -1.90 5.85 0.94
H -0.9545 -0.2183 1.6028 0.43 -2.72 1.04
O -0.3120 -3.9607 0.9484 -2.11 -1.86 0.66
N 0.1690 0.1411 -0.8431 3.34 -6.23 0.02
H 3.6786 -0.7734 -1.0419 0.82 1.00 0.05
H -0.2734 0.8141 -2.8078 2.42 -1.12 1.16
H 3.0890 -1.1910 0.3452 0.42 1.20 4.07
H -2.0674 3.8305 0.4656 -0.02 2.87 -6.37
H -2.4649 4.0302 1.8115 -1.52 2.03 2.26
H 1.2854 1.4486 -1.9269 -0.45 -1.96 -1.28
O -2.0530 3.4540 1.2449 1.46 -4.77 4.22
C -0.6724 0.9238 -0.1635 -2.08 3.05 -0.15
H -0.6442 -4.5600 1.6721 1.25 1.02 -0.20
H 0.6580 -0.8416 -0.4847 -2.20 3.83 -0.41
H 1.2491 -0.3831 -2.6306 -0.37 0.64 0.66
C 0.6907 0.4253 -2.1184 -1.73 4.35 -1.30
```
Forces are in eV/Å.

Its gap between HOMO and LUMO (alpha / beta) is 4.580 / 8.644 eV. Its highest occupied orbital energy (alpha / beta) is -3.78 / -7.87 eV. The calculation puts the LUMO energy (alpha / beta) at 0.796 / 0.772 eV. Its spin multiplicity is 2.

Entry 2:
The following is a DFT calculation (wB97M-V/def2-TZVPD) of a 5-piece molecular cluster, C2H13N2O3 overall in a non-equilibrium geometry.

```
20
Properties=species:S:1:pos:R:3:forces:R:3
O 0.2890 2.4794 -0.4904 0.33 0.01 0.01
H 1.5569 -2.6648 0.2325 0.04 0.69 0.21
O -0.4319 4.7212 1.1466 0.40 -0.30 -0.54
N -1.8488 0.0068 -0.0625 -0.18 -0.46 0.21
H -1.7918 -2.0662 0.4733 -0.04 0.16 -0.54
H -0.2786 -1.7369 -1.7402 -0.04 0.68 2.58
H 0.5518 -0.1195 -0.0927 -0.04 -0.29 -0.48
H -2.4368 0.0633 -0.8848 -0.82 -0.02 0.67
C -1.2455 -1.1533 0.2289 0.00 0.50 -0.85
O 1.7208 -3.5654 -1.1776 0.53 0.34 0.38
H 1.1432 -3.0114 -1.7228 0.11 -1.00 -0.30
C 0.1846 -1.0991 0.2320 1.40 0.06 -1.19
H 0.8621 -2.2224 1.7464 -0.32 -0.57 -0.15
H -1.3850 0.8729 0.1939 0.52 -0.03 -0.66
H 0.2784 5.2171 1.5715 -0.49 0.04 0.19
H 0.0747 3.3710 -0.1655 -0.27 -0.09 0.22
H 1.6540 -4.5173 -1.3140 -0.42 0.32 -0.46
H -1.2550 4.8096 1.6280 0.11 0.30 0.30
H 1.2470 2.5325 -0.6180 -0.24 -0.17 -0.08
N 1.1111 -1.9174 0.8155 -0.60 -0.16 0.46
```
Forces are in eV/Å.

Its gap between HOMO and LUMO is 7.161 eV. Its highest occupied orbital energy is -13.63 eV. The calculation puts the LUMO energy at -6.466 eV. As for the charge: +1.

Entry 3:
The following is a DFT calculation (wB97M-V/def2-TZVPD) of a 3-piece molecular cluster, C2H13N5 overall in a non-equilibrium geometry.

```
20
Properties=species:S:1:pos:R:3:forces:R:3
H -2.4400 0.5946 1.6494 0.02 0.05 -0.08
N -1.6799 2.2376 0.6175 -0.02 -0.24 -0.01
N 1.2596 -1.8422 -1.5155 -0.55 0.15 -1.11
H 2.0719 0.4344 1.6620 0.03 0.08 -0.04
H -1.0607 0.8933 -1.6098 -0.20 -0.20 0.09
H -0.2909 -0.6928 -1.5338 -1.50 1.18 0.54
C 2.0230 -0.0206 0.6666 -0.24 -0.31 0.17
H 1.3144 -1.8654 1.2819 -0.12 0.22 -0.13
H 0.9480 -2.8043 -1.3669 0.42 0.11 0.13
N 1.0965 -1.1440 0.5991 -0.08 0.11 0.84
H 0.0868 -0.8459 0.6395 1.00 -0.48 0.11
H 1.7050 0.7356 -0.0474 0.01 0.08 -0.08
C -2.2218 0.8767 0.6178 -0.25 0.43 -0.08
N -1.1315 -0.0541 -1.2295 1.79 -0.97 -0.22
H -3.1770 0.9160 0.0686 0.17 -0.08 0.09
H 3.0259 -0.3479 0.3923 0.05 0.05 -0.02
H -1.6654 2.6605 -0.3023 0.05 -0.06 0.08
H 2.2661 -1.8248 -1.6938 -0.16 -0.27 0.34
N -1.3814 -0.1718 0.0863 -0.35 0.12 -0.56
H -0.7486 2.2654 1.0181 -0.06 0.01 -0.08
```
Forces are in eV/Å.

Its gap between HOMO and LUMO (alpha / beta) is 8.381 / 8.317 eV. Its highest occupied orbital energy (alpha / beta) is -7.67 / -7.74 eV. The calculation puts the LUMO energy (alpha / beta) at 0.707 / 0.574 eV.

Short version: energy relative to the best compared isomer or geometry (same formula, charge and spin) = 225.82; 544.52; 270.00 kJ/mol, in the order given.